Molecular formula: C4H13N4O
Method: DFT, ωB97M-V with the def2-TZVPD basis set

Geometry as XYZ:
```
22
Properties=species:S:1:pos:R:3:forces:R:3:lowdin_spin:R:1
C 0.739 1.879 -1.418 1.2 -2.0 0.7 0.0338
C -1.403 2.051 -0.319 -0.9 0.1 0.2 0.2839
N -1.124 0.897 0.237 0.5 -1.4 0.6 0.0834
N -0.485 2.579 -1.106 0.7 1.4 -1.6 0.0378
N -2.490 2.769 -0.019 -0.8 0.9 0.1 0.1458
H -0.513 0.200 -0.140 0.9 0.1 -0.6 0.0057
H -1.754 0.411 0.815 -1.4 0.2 1.1 0.0877
H -0.836 3.306 -1.738 0.5 -0.5 0.5 0.0259
H -2.440 3.795 -0.079 0.5 -0.2 -0.3 0.0885
H -3.101 2.552 0.767 0.2 -0.8 0.1 0.1088
H 0.547 0.786 -1.729 0.2 1.6 0.2 0.0032
H 1.428 1.783 -0.510 -1.1 0.3 -1.1 0.0051
H 1.340 2.357 -2.197 -0.5 0.1 0.1 0.0034
C 2.176 -3.192 0.665 2.3 0.0 0.7 0.0037
C 0.958 -2.398 0.495 -3.9 3.2 -0.6 0.0139
O 0.875 -1.400 -0.277 0.7 -2.4 1.4 0.0135
N -0.207 -2.666 1.261 -1.1 0.8 -0.4 0.0195
H 2.167 -4.023 1.338 -0.8 -0.5 0.6 0.0004
H 3.020 -2.566 1.075 -1.0 -0.2 -0.5 0.0006
H -1.158 -2.101 1.178 3.2 -1.3 -0.3 0.0313
H -0.322 -3.407 1.946 0.7 0.1 -0.4 0.0037
H 2.581 -3.612 -0.248 -0.3 0.3 -0.5 0.0002
```
Forces are in eV/Å.

**Spin multiplicity**: 2
**Orbital gap (spin up / spin down)**: 3.2 / 10.6 eV
**Highest occupied orbital energy (spin up / spin down)**: -2.585 / -10.039 eV
**<S²>**: 0.75
**Energy relative to the best compared isomer or geometry (same formula, charge and spin)**: 30.3 kcal per mole
**Charge**: 0